{"formula": "C23H42BrN4O10PS", "method": "the ωB97M-V functional and the def2-TZVPD basis", "species": ["C", "P", "O", "C", "O", "O", "S", "O", "O", "O", "C", "Br", "C", "C", "C", "C", "C", "C", "C", "C", "H", "H", "H", "H", "H", "H", "H", "H", "H", "H", "H", "H", "H", "H", "C", "C", "O", "N", "C", "H", "H", "H", "H", "H", "H", "H", "C", "C", "O", "N", "C", "H", "H", "H", "H", "H", "H", "H", "C", "C", "O", "N", "C", "H", "H", "H", "H", "H", "H", "H", "C", "C", "O", "N", "C", "H", "H", "H", "H", "H", "H", "H"], "coordinates": [[4.69707, -3.31560, 0.07511], [3.31854, -3.12089, -1.19128], [3.38621, -4.49445, -2.17857], [1.62331, -3.15894, -0.33763], [1.91588, -3.90243, 0.89020], [0.54171, -3.89827, -0.91278], [-0.69022, -3.81604, 0.22531], [-0.76566, -4.92541, 1.16689], [-1.98764, -3.83605, -0.44403], [-0.24463, -2.35565, 0.87197], [0.99428, -1.83667, 0.25152], [1.88381, -1.06130, 1.85417], [0.41498, -0.72880, -0.71284], [1.32512, -0.32603, -1.94265], [2.44315, 0.72794, -1.59927], [3.60294, 0.46781, -0.75787], [4.62110, 1.48775, -0.49041], [4.55608, 2.83510, -1.07116], [3.38063, 3.09453, -1.92140], [2.35729, 2.07658, -2.18632], [5.60920, -3.61196, -0.50918], [4.46006, -4.07014, 0.86933], [4.92435, -2.35248, 0.60166], [4.03962, -4.35968, -2.88972], [2.24224, -4.77883, 0.59964], [-0.60402, -0.96052, -1.10976], [0.30147, 0.20279, -0.08896], [0.64773, 0.21484, -2.66741], [1.73133, -1.19950, -2.51978], [3.76466, -0.52193, -0.27812], [5.48069, 1.23460, 0.18142], [5.33712, 3.59696, -0.84900], [3.32695, 4.12686, -2.35472], [1.53287, 2.38881, -2.87403], [-2.30858, 4.42339, -3.28335], [-0.91433, 3.99561, -2.90574], [-0.34427, 3.06876, -3.46760], [-0.28837, 4.67246, -1.90778], [-0.78872, 5.78679, -1.12772], [-2.67146, 3.79071, -4.09071], [-2.98029, 4.31491, -2.42993], [-2.30424, 5.45840, -3.62976], [0.64148, 4.32890, -1.71035], [-0.11613, 6.63573, -1.26449], [-0.78756, 5.50082, -0.07429], [-1.79444, 6.07319, -1.42207], [-6.96379, -4.20888, 1.26559], [-6.70442, -5.59429, 0.73038], [-7.61348, -6.36848, 0.46694], [-5.41217, -5.96865, 0.54480], [-4.20612, -5.19791, 0.79750], [-8.03671, -4.05328, 1.36092], [-6.50904, -4.09670, 2.25109], [-6.56553, -3.46001, 0.57847], [-5.31473, -6.90621, 0.18516], [-3.65340, -5.11045, -0.13263], [-3.59701, -5.74164, 1.52248], [-4.42532, -4.20549, 1.18189], [-5.94300, -2.90240, 7.31926], [-6.51361, -2.34107, 6.04198], [-7.23326, -1.35484, 6.03165], [-6.20283, -2.97063, 4.87562], [-5.37307, -4.14350, 4.68127], [-6.27830, -2.29614, 8.15811], [-6.29168, -3.92570, 7.47034], [-4.85211, -2.87727, 7.28791], [-6.62014, -2.53895, 4.06435], [-4.54730, -3.87306, 4.01934], [-5.97763, -4.91577, 4.20124], [-4.97575, -4.52567, 5.61722], [6.43657, 7.80420, -1.26122], [6.19723, 6.32573, -1.42456], [6.15820, 5.56509, -0.46701], [6.02183, 5.84429, -2.68482], [6.03287, 6.57710, -3.93533], [6.55692, 8.03313, -0.20442], [7.34762, 8.09867, -1.78520], [5.58372, 8.36852, -1.64287], [5.86688, 4.84676, -2.71636], [5.06980, 6.43480, -4.42952], [6.82024, 6.16725, -4.57066], [6.20724, 7.63881, -3.78546]], "atomic_forces_ev_per_a": [[-0.6, -0.9, 0.8], [1.4, 1.9, -2.7], [-0.2, 0.2, 1.2], [0.9, -2.2, 3.0], [0.2, 0.1, -0.6], [-0.7, 1.1, 0.7], [-3.0, -2.2, 0.4], [2.2, 1.9, -0.4], [2.5, 2.2, -0.5], [-0.2, -2.3, -0.9], [-1.9, 0.6, -0.2], [0.0, -0.5, -1.1], [1.4, 1.0, -0.4], [0.0, 1.2, -0.2], [1.3, 1.4, -0.1], [0.2, 1.7, -0.5], [-1.1, 0.7, -1.1], [-2.3, -2.5, -0.3], [0.9, -1.3, 1.1], [1.7, 0.1, 0.9], [-0.9, 0.2, 0.4], [0.5, 0.5, -0.7], [-0.5, -0.7, -0.7], [-0.5, 0.2, 0.4], [-0.3, 0.5, 0.3], [0.9, -0.5, 0.6], [0.0, -1.0, -0.5], [0.6, -0.6, 0.8], [-0.3, 0.7, 0.8], [-0.3, 0.9, -0.5], [-0.9, 0.2, -0.7], [-0.9, -0.6, -0.2], [-0.3, -1.1, 0.2], [0.7, -0.7, 0.8], [-0.1, -0.1, -0.1], [0.3, -0.2, 0.0], [-0.3, 0.1, -0.1], [-0.3, -0.1, -0.3], [0.5, -0.2, 0.1], [0.1, 0.0, 0.1], [0.0, 0.2, 0.0], [-0.1, 0.0, 0.1], [-0.1, 0.0, 0.1], [-0.2, 0.1, 0.1], [-0.1, 0.2, 0.0], [0.1, -0.1, 0.0], [-0.1, 0.1, 0.0], [-0.1, -0.5, -0.2], [0.0, 0.2, 0.1], [-0.4, 0.4, 0.2], [-0.1, -0.7, -0.2], [0.1, -0.2, -0.1], [0.1, 0.1, -0.2], [0.1, 0.1, 0.2], [0.0, 0.1, 0.0], [0.1, 0.1, 0.2], [0.2, 0.2, 0.0], [-0.1, -0.1, -0.1], [0.0, 0.0, 0.1], [-0.3, 0.3, -0.2], [0.1, -0.1, 0.1], [0.1, 0.0, 0.4], [-0.3, 0.3, -0.4], [0.0, 0.0, -0.2], [0.2, 0.0, 0.0], [0.0, -0.2, 0.0], [0.0, 0.0, 0.0], [0.1, -0.3, 0.1], [0.2, -0.2, 0.1], [-0.1, 0.1, 0.0], [0.0, 0.1, 0.1], [0.0, -0.4, 0.1], [0.1, 0.2, 0.0], [0.0, 0.3, 0.3], [-0.1, -0.5, 0.0], [0.0, -0.2, -0.1], [-0.1, 0.1, -0.1], [0.1, 0.1, -0.1], [0.0, 0.1, -0.1], [0.1, 0.2, -0.2], [0.0, 0.2, -0.1], [0.0, -0.1, 0.1]], "mulliken_charge": [-0.86, 0.19, -0.46, 0.52, -0.54, -0.48, 1.24, -0.62, -0.65, -0.32, 0.37, -0.03, -0.81, -0.61, 0.45, 0.82, -0.97, -0.17, -0.82, -0.72, 0.31, 0.30, 0.24, 0.37, 0.41, 0.29, 0.46, 0.43, 0.34, -0.35, 0.31, 0.29, 0.46, 0.61, -1.50, 1.00, -0.65, -0.06, -0.94, 0.31, 0.38, 0.38, 0.07, 0.29, 0.30, 0.37, -0.44, 0.66, -0.67, -0.08, -0.80, 0.31, -0.36, 0.36, 0.21, 0.37, 0.26, 0.25, -1.21, 0.75, -0.65, -0.09, -0.85, 0.29, 0.34, 0.34, 0.16, 0.27, 0.27, 0.35, -1.41, 0.98, -0.67, -0.14, -0.90, 0.31, 0.37, 0.35, 0.18, 0.29, 0.30, 0.34], "max_force_ev_per_a": 3.8, "total_energy_ha": -5186.492532, "homo_lumo_gap_ev": 8.8278, "smiles": "CP(O)[C@]1(O)OS(=O)(=O)O[C@]1(Br)CCc1ccccc1.CNC(C)=O.CNC(C)=O.CNC(C)=O.CNC(C)=O"}